Entry 1:
Molecular formula: C36H100MgN7O11
Method: DFT, ωB97M-V with the def2-TZVPD basis set

Geometry (Å):
Mg: -1.28 -6.22 -0.98
C: 0.38 -0.58 -0.10
C: 1.47 -1.70 -0.17
O: 1.08 -2.93 -0.73
H: 0.68 0.36 0.37
H: -0.48 -0.92 0.47
H: 0.11 -0.30 -1.12
H: 1.75 -1.94 0.86
H: 2.28 -1.21 -0.71
C: 7.75 -5.96 -4.19
C: 6.96 -5.09 -3.23
O: 5.67 -5.27 -3.66
H: 8.82 -5.83 -4.00
H: 7.60 -5.58 -5.20
H: 7.69 -7.04 -4.10
H: 7.24 -4.05 -3.40
H: 7.08 -5.37 -2.18
H: 5.07 -4.76 -3.12
C: 8.65 -2.00 2.50
C: 7.76 -3.07 3.15
O: 8.58 -3.80 4.08
H: 9.22 -1.28 3.08
H: 7.96 -1.39 1.92
H: 9.24 -2.46 1.70
H: 7.27 -3.72 2.43
H: 6.95 -2.66 3.76
H: 9.38 -4.09 3.64
C: 5.75 3.34 -1.13
C: 5.08 4.47 -1.85
O: 5.76 4.88 -2.95
H: 5.08 2.93 -0.37
H: 6.75 3.58 -0.78
H: 5.85 2.48 -1.79
H: 5.03 5.30 -1.14
H: 4.04 4.25 -2.04
H: 5.85 4.21 -3.64
C: 3.10 -0.43 -7.15
C: 4.41 -0.67 -7.85
C: 5.62 0.03 -7.14
O: 5.64 1.45 -7.05
C: 5.59 2.15 -8.29
N: 4.60 -2.13 -7.95
H: 2.73 0.59 -7.15
H: 3.18 -0.76 -6.11
H: 2.32 -1.00 -7.66
H: 4.46 -0.27 -8.87
H: 6.51 -0.28 -7.68
H: 5.82 -0.33 -6.13
H: 4.56 2.05 -8.61
H: 6.30 1.69 -8.99
H: 5.80 3.21 -8.21
H: 4.74 -2.54 -7.04
H: 3.72 -2.57 -8.17
C: -1.75 -9.42 3.44
C: -0.99 -8.11 3.61
C: 0.08 -8.22 4.72
O: 1.05 -7.15 4.70
C: 0.51 -5.84 5.03
N: -0.22 -7.91 2.43
H: -1.13 -10.23 3.04
H: -2.40 -9.24 2.58
H: -2.26 -9.80 4.32
H: -1.69 -7.30 3.82
H: 0.67 -9.12 4.59
H: -0.49 -8.33 5.65
H: 1.39 -5.20 4.96
H: 0.10 -5.83 6.04
H: -0.25 -5.54 4.30
H: 0.51 -7.30 2.78
H: 0.32 -8.75 2.27
C: -0.60 -8.68 -5.97
C: -0.82 -7.55 -5.00
C: -1.65 -6.43 -5.59
O: -1.90 -5.46 -4.55
C: -2.64 -4.38 -5.05
N: -1.47 -8.11 -3.82
H: -0.02 -8.38 -6.84
H: -1.57 -9.08 -6.29
H: -0.05 -9.54 -5.59
H: 0.12 -7.21 -4.56
H: -2.59 -6.83 -5.97
H: -1.09 -6.05 -6.44
H: -2.64 -3.58 -4.32
H: -3.71 -4.58 -5.13
H: -2.32 -3.92 -5.98
H: -2.32 -8.52 -4.18
H: -0.93 -8.95 -3.66
C: 1.96 1.46 9.83
C: 1.47 0.72 8.61
C: 0.10 1.24 8.15
O: -0.44 0.22 7.30
C: -1.34 0.83 6.37
N: 2.49 0.83 7.65
H: 2.12 2.53 9.71
H: 2.97 1.10 10.05
H: 1.33 1.26 10.70
H: 1.29 -0.31 8.93
H: 0.29 2.18 7.63
H: -0.58 1.52 8.96
H: -1.83 0.06 5.77
H: -0.72 1.29 5.61
H: -2.06 1.57 6.73
H: 2.39 1.82 7.45
H: 2.16 0.42 6.79
C: -8.96 5.81 4.05
C: -9.27 4.39 3.51
C: -8.10 3.44 3.17
O: -7.37 3.94 2.05
C: -6.49 3.02 1.44
N: -10.17 3.87 4.50
H: -8.46 6.43 3.31
H: -8.28 5.76 4.90
H: -9.77 6.44 4.40
H: -9.83 4.47 2.57
H: -8.51 2.45 2.97
H: -7.46 3.27 4.04
H: -7.11 2.18 1.12
H: -5.79 2.70 2.21
H: -5.93 3.49 0.63
H: -9.66 3.77 5.37
H: -10.52 2.94 4.30
C: -6.80 3.25 -5.28
C: -5.77 4.36 -5.59
C: -4.38 3.84 -5.70
O: -3.50 4.99 -5.57
C: -2.17 4.61 -5.52
N: -6.15 5.09 -6.76
H: -6.50 2.64 -4.43
H: -7.02 2.58 -6.10
H: -7.76 3.74 -5.08
H: -5.82 5.08 -4.77
H: -4.20 3.37 -6.67
H: -4.19 3.14 -4.88
H: -2.01 3.69 -4.97
H: -1.49 5.32 -5.04
H: -1.73 4.41 -6.50
H: -6.01 4.41 -7.49
H: -5.40 5.73 -6.97
C: -1.05 10.10 5.44
C: -2.27 9.22 5.08
C: -1.93 7.71 5.16
O: -0.70 7.36 4.41
C: -1.00 7.04 3.06
N: -3.36 9.49 5.98
H: -0.12 9.79 4.97
H: -0.77 10.03 6.49
H: -1.27 11.15 5.24
H: -2.68 9.46 4.10
H: -2.79 7.16 4.77
H: -1.70 7.49 6.20
H: -1.75 7.67 2.57
H: -1.41 6.03 3.04
H: -0.06 7.09 2.52
H: -3.52 10.48 6.05
H: -3.05 9.10 6.86

Computed properties:
orbital gap: 2.85 eV
charge: +1
HOMO energy: -0.376 Ha
electronic energy: -2841.89724 Ha



Entry 2:
Molecular formula: C36H101N9O10
Method: DFT, ωB97M-V with the def2-TZVPD basis set

Geometry (Å):
C: 12.37 5.72 -34.93
O: 12.65 6.99 -35.38
C: 13.90 7.13 -36.07
C: 13.85 6.53 -37.50
C: 15.22 6.37 -38.14
N: 12.99 7.40 -38.35
H: 13.29 5.22 -34.61
H: 11.91 5.19 -35.76
H: 11.70 5.79 -34.08
H: 14.11 8.20 -36.14
H: 14.70 6.64 -35.51
H: 13.49 5.53 -37.27
H: 15.18 5.85 -39.09
H: 15.90 5.91 -37.42
H: 15.67 7.36 -38.29
H: 13.41 8.29 -38.57
H: 12.16 7.55 -37.80
C: 19.76 4.16 -35.90
O: 19.55 3.09 -36.90
C: 18.22 2.67 -36.92
C: 17.86 2.22 -38.32
C: 16.29 2.29 -38.52
N: 18.29 0.88 -38.47
H: 19.24 5.08 -36.16
H: 20.84 4.28 -35.83
H: 19.36 3.97 -34.90
H: 18.18 1.79 -36.28
H: 17.50 3.43 -36.59
H: 18.27 2.92 -39.05
H: 15.81 3.27 -38.44
H: 15.87 1.65 -37.75
H: 15.96 1.96 -39.51
H: 19.29 0.87 -38.43
H: 17.98 0.25 -37.74
C: 23.29 6.45 -32.46
O: 22.95 6.10 -31.15
C: 22.31 7.07 -30.34
C: 23.17 8.34 -30.18
C: 24.50 8.07 -29.45
N: 22.50 9.35 -29.45
H: 22.51 6.82 -33.12
H: 23.85 5.65 -32.94
H: 24.09 7.19 -32.42
H: 21.36 7.38 -30.79
H: 22.10 6.67 -29.35
H: 23.35 8.69 -31.20
H: 25.19 8.91 -29.53
H: 25.10 7.23 -29.81
H: 24.26 7.90 -28.41
H: 23.17 10.04 -29.14
H: 22.03 8.97 -28.65
C: 22.80 1.86 -30.54
O: 21.60 1.55 -31.22
C: 20.83 2.71 -31.57
C: 20.30 3.51 -30.40
C: 19.54 2.65 -29.40
N: 19.36 4.56 -30.75
H: 23.32 0.95 -30.25
H: 22.72 2.49 -29.66
H: 23.43 2.34 -31.29
H: 21.39 3.41 -32.19
H: 19.96 2.31 -32.09
H: 21.08 4.10 -29.92
H: 18.85 2.04 -29.98
H: 18.98 3.31 -28.73
H: 20.22 1.97 -28.90
H: 19.82 5.23 -31.35
H: 19.03 5.07 -29.94
C: 21.49 11.64 -36.28
O: 21.37 12.28 -35.01
C: 20.47 13.41 -35.03
C: 18.95 13.06 -35.15
C: 18.13 14.31 -35.44
N: 18.45 12.46 -33.96
H: 21.44 12.35 -37.11
H: 20.83 10.78 -36.35
H: 22.55 11.37 -36.30
H: 20.62 14.06 -34.17
H: 20.79 14.14 -35.78
H: 18.72 12.29 -35.89
H: 17.06 14.11 -35.37
H: 18.46 14.61 -36.43
H: 18.22 15.20 -34.82
H: 18.99 11.65 -33.72
H: 18.52 13.14 -33.21
C: 18.42 11.75 -39.24
O: 17.26 12.54 -39.42
C: 16.27 12.04 -40.34
C: 14.86 12.71 -40.22
C: 13.96 12.35 -39.07
N: 14.04 12.44 -41.39
H: 19.04 11.61 -40.13
H: 18.16 10.75 -38.89
H: 18.92 12.31 -38.45
H: 16.73 12.03 -41.34
H: 16.08 10.98 -40.20
H: 15.02 13.79 -40.22
H: 13.00 12.86 -39.12
H: 14.44 12.72 -38.16
H: 13.79 11.28 -39.04
H: 13.21 13.01 -41.43
H: 13.73 11.48 -41.29
C: 25.60 11.72 -36.22
O: 25.35 10.68 -37.18
C: 25.92 9.40 -36.86
C: 24.86 8.30 -36.54
C: 23.89 8.67 -35.35
N: 25.48 7.04 -36.20
H: 25.25 11.28 -35.29
H: 25.03 12.63 -36.39
H: 26.67 11.90 -36.18
H: 26.61 9.13 -37.67
H: 26.61 9.40 -36.01
H: 24.22 8.16 -37.41
H: 23.09 7.93 -35.34
H: 23.39 9.59 -35.62
H: 24.34 8.73 -34.35
H: 25.87 6.98 -35.27
H: 26.36 7.01 -36.70
C: 14.23 12.87 -35.08
O: 13.80 11.77 -35.84
C: 12.80 11.00 -35.14
C: 11.66 10.48 -36.09
C: 10.66 11.54 -36.61
N: 10.95 9.35 -35.55
H: 15.05 13.38 -35.58
H: 14.51 12.62 -34.05
H: 13.39 13.56 -35.09
H: 13.28 10.23 -34.55
H: 12.38 11.61 -34.34
H: 12.32 10.20 -36.91
H: 10.18 11.29 -37.56
H: 11.25 12.44 -36.82
H: 9.96 11.72 -35.79
H: 11.53 8.64 -35.12
H: 10.53 8.82 -36.30
C: 19.86 8.04 -33.79
O: 18.63 8.75 -33.92
C: 18.46 9.38 -35.23
C: 16.92 9.54 -35.37
C: 16.47 10.08 -36.77
N: 16.38 10.49 -34.43
H: 20.72 8.70 -33.75
H: 19.97 7.35 -34.63
H: 19.93 7.45 -32.88
H: 19.02 10.31 -35.33
H: 18.91 8.75 -35.99
H: 16.38 8.61 -35.21
H: 16.83 9.38 -37.53
H: 16.93 11.05 -36.96
H: 15.40 10.23 -36.90
H: 15.69 11.05 -34.92
H: 17.04 11.24 -34.29
O: 16.42 9.10 -31.92
H: 16.44 9.32 -32.85
H: 17.34 8.99 -31.68

Computed properties:
SMILES: COC[C@H](C)N.COC[C@H](C)N.COC[C@H](C)N.COC[C@H](C)N.COC[C@H](C)N.COC[C@H](C)N.COC[C@H](C)N.COC[C@H](C)N.COC[C@H](C)N.O
orbital gap: 9.35 eV
HOMO energy: -0.329 Ha
electronic energy: -2677.10514 Ha



- What is the HOMO energy in the second record?
  -0.329 Ha



- Which of these has the highest electronic energy?
  C36H101N9O10



- The lowest electronic energy belongs to which entry?
  C36H100MgN7O11